{
  "formula": "C27H72O9",
  "method": "the ωB97M-V functional and the def2-TZVPD basis",
  "e_above_lowest_kcal_mol": 63.14,
  "total_energy_ev": -47592.374,
  "spin_multiplicity": 1,
  "smiles": "CC(C)O.CC(C)O.CC(C)O.CC(C)O.CC(C)O.CCOCC.CCOCC.CCO.CCO",
  "e_homo_ha": -0.35476,
  "fmax_ev_per_a": 1.673,
  "species": ["C", "C", "C", "O", "H", "H", "H", "H", "H", "H", "H", "H", "C", "C", "C", "O", "H", "H", "H", "H", "H", "H", "H", "H", "C", "C", "C", "O", "H", "H", "H", "H", "H", "H", "H", "H", "C", "C", "C", "O", "H", "H", "H", "H", "H", "H", "H", "H", "C", "C", "C", "O", "H", "H", "H", "H", "H", "H", "H", "H", "C", "C", "O", "C", "C", "H", "H", "H", "H", "H", "H", "H", "H", "H", "H", "C", "C", "O", "C", "C", "H", "H", "H", "H", "H", "H", "H", "H", "H", "H", "C", "C", "O", "H", "H", "H", "H", "H", "H", "C", "C", "O", "H", "H", "H", "H", "H", "H"],
  "positions_angstrom": [[0.616937, 0.090952, 3.462494], [1.593648, -1.058520, 3.390415], [1.241951, -2.211250, 4.326056], [1.568115, -1.520290, 2.018443], [0.960506, 0.974396, 2.930560], [0.422647, 0.303276, 4.516486], [-0.345441, -0.231671, 3.055964], [2.614721, -0.729757, 3.616239], [0.990848, -1.846517, 5.320984], [2.037788, -2.953480, 4.378358], [0.346171, -2.710873, 3.939374], [1.962110, -2.396452, 1.969206], [0.082901, 5.033911, -5.534140], [-1.226917, 4.251441, -5.648439], [-1.127263, 2.896780, -4.966892], [-2.270009, 4.995939, -4.993640], [0.318670, 5.175294, -4.480306], [-0.096273, 6.028746, -5.956482], [0.897550, 4.597676, -6.110926], [-1.541760, 4.176723, -6.686369], [-1.064913, 3.003559, -3.882588], [-0.360222, 2.224217, -5.353049], [-2.078860, 2.370465, -5.115458], [-2.000658, 5.131400, -4.078495], [-4.364534, -4.818413, 1.485122], [-4.649508, -3.499858, 2.204832], [-3.398161, -2.682729, 2.350128], [-5.548927, -2.670639, 1.466566], [-3.935149, -5.504834, 2.216960], [-3.723459, -4.655889, 0.618057], [-5.284091, -5.288363, 1.124504], [-5.069363, -3.761318, 3.185913], [-2.598471, -3.186998, 2.897801], [-3.585282, -1.706728, 2.794804], [-2.979315, -2.512356, 1.352291], [-6.357986, -3.153805, 1.277127], [3.555242, -0.704404, -3.112480], [4.132888, -1.797302, -2.250116], [4.436194, -1.304358, -0.839302], [3.229405, -2.916866, -2.223324], [2.595479, -0.304985, -2.783097], [3.430257, -1.103476, -4.120160], [4.256392, 0.135855, -3.125258], [5.057258, -2.150016, -2.713934], [5.183835, -1.929642, -0.351944], [3.513009, -1.184041, -0.274280], [4.910497, -0.329939, -0.979442], [2.822406, -2.945249, -1.353327], [-1.028878, -0.967884, -0.183960], [-0.074816, -0.043368, -0.919544], [-0.592927, 1.407420, -1.024724], [1.198124, 0.021434, -0.290299], [-2.066260, -0.803506, -0.477041], [-0.991459, -0.850358, 0.903486], [-0.773475, -2.004983, -0.415222], [-0.049211, -0.393370, -1.961578], [-0.187915, 1.877998, -1.920922], [-0.191008, 1.932720, -0.153816], [-1.674079, 1.544280, -1.022666], [1.207100, -0.641970, 0.413731], [-1.067131, 6.256412, 4.917925], [-1.566075, 4.832719, 5.043768], [-1.612773, 4.249013, 3.751838], [-1.976920, 2.888054, 3.791176], [-1.991657, 2.325305, 2.388174], [-1.705386, 6.929346, 5.496686], [-0.062204, 6.386530, 5.316161], [-1.092806, 6.579897, 3.880715], [-0.870693, 4.240372, 5.656311], [-2.554166, 4.801734, 5.517539], [-1.285045, 2.327112, 4.445388], [-2.950285, 2.775065, 4.301449], [-0.968887, 2.178490, 2.040107], [-2.539079, 2.980050, 1.714777], [-2.452942, 1.334989, 2.393829], [-1.129874, -4.070526, -2.434322], [-2.139193, -5.197258, -2.267073], [-1.550783, -6.213234, -1.509153], [-2.432067, -7.302763, -1.261960], [-1.600052, -8.506697, -0.823142], [-0.369296, -4.316796, -3.173077], [-1.608556, -3.122744, -2.672982], [-0.592982, -3.951410, -1.488699], [-3.077298, -4.840249, -1.820791], [-2.415973, -5.582346, -3.262226], [-3.132871, -7.039939, -0.464518], [-2.930956, -7.552108, -2.204053], [-1.218366, -9.072149, -1.668072], [-2.182321, -9.155088, -0.165289], [-0.767705, -8.168443, -0.201323], [4.827267, 2.189246, 2.021636], [3.666495, 1.482209, 1.374445], [2.619180, 2.428692, 1.118229], [4.490234, 2.850774, 2.815513], [5.416656, 2.704719, 1.263939], [5.505166, 1.453402, 2.465925], [3.231738, 0.696827, 2.006655], [3.952838, 1.014864, 0.432532], [2.008010, 1.998960, 0.505279], [2.778552, 3.532404, -2.426424], [2.434798, 4.987219, -2.649816], [1.243985, 5.351809, -1.958129], [2.968209, 3.289202, -1.375555], [3.713983, 3.320727, -2.958082], [2.013969, 2.821159, -2.741296], [2.282861, 5.157085, -3.711551], [3.271463, 5.603363, -2.308184], [1.472897, 5.425992, -1.026963]],
  "atomic_forces_ev_per_a": [[-0.313, -0.384, 0.443], [0.153, -0.401, -0.214], [-0.551, 0.074, -0.392], [0.090, -0.081, 0.105], [0.044, 0.070, 0.015], [0.176, 0.361, -0.079], [0.076, 0.028, -0.134], [-0.087, 0.156, -0.001], [0.246, -0.035, 0.086], [0.082, 0.045, 0.100], [0.043, 0.039, 0.049], [0.081, -0.013, 0.059], [-0.731, 0.551, -0.572], [0.449, 0.296, 1.049], [-1.041, -0.656, -0.359], [0.025, -0.062, -0.413], [0.246, -0.181, 0.007], [0.091, -0.040, 0.075], [0.097, -0.237, 0.267], [-0.018, -0.132, -0.057], [0.461, 0.152, -0.014], [0.256, 0.267, 0.081], [0.077, 0.042, -0.062], [0.031, 0.006, 0.007], [-0.368, 0.138, 0.173], [-0.225, -0.389, -0.267], [0.764, 0.222, -0.296], [0.024, 0.013, 0.074], [0.328, -0.089, -0.286], [0.175, -0.125, 0.113], [-0.062, 0.088, 0.079], [-0.093, 0.284, -0.011], [-0.254, -0.101, 0.218], [-0.093, -0.044, 0.123], [-0.154, 0.092, 0.015], [0.008, -0.091, 0.051], [0.146, 0.284, -0.458], [-0.556, -0.271, 0.582], [0.594, 0.191, -0.839], [0.276, -0.042, -0.037], [-0.027, -0.255, 0.314], [-0.017, 0.210, -0.073], [-0.023, -0.041, -0.259], [-0.006, -0.059, -0.016], [-0.307, -0.199, 0.247], [0.083, 0.028, 0.161], [-0.099, 0.070, 0.361], [-0.059, 0.019, -0.055], [0.008, -0.289, 0.241], [-1.334, 0.964, -0.295], [0.538, 0.019, 0.412], [-0.005, -0.302, -0.500], [0.053, 0.014, -0.187], [0.121, 0.157, -0.078], [-0.070, 0.001, 0.153], [0.676, -0.285, 0.177], [0.014, 0.110, 0.063], [-0.185, 0.191, -0.098], [-0.029, -0.319, -0.090], [0.228, 0.045, 0.238], [-0.182, 0.470, 0.437], [0.391, -0.315, -0.205], [-0.046, 0.011, 0.036], [-0.214, -0.149, 0.567], [0.201, -0.314, 0.332], [0.024, 0.020, -0.114], [0.100, -0.101, -0.196], [0.018, -0.037, -0.061], [-0.177, 0.016, 0.116], [-0.042, -0.114, -0.080], [0.124, 0.085, -0.251], [-0.053, 0.123, -0.319], [-0.047, 0.244, -0.168], [0.011, -0.001, -0.066], [-0.125, 0.060, -0.042], [0.158, -0.222, 0.510], [-0.101, 0.457, -0.763], [0.026, -0.420, 0.328], [0.872, -0.322, -0.107], [-0.099, 0.304, 0.525], [-0.102, 0.034, -0.143], [-0.010, -0.023, -0.164], [-0.126, 0.080, -0.011], [0.094, 0.030, 0.238], [-0.032, -0.050, 0.087], [-0.257, 0.122, -0.221], [-0.428, 0.084, 0.192], [0.075, -0.026, -0.002], [-0.123, -0.144, -0.279], [0.056, 0.078, -0.197], [0.368, -0.578, -0.051], [-0.909, 0.047, -0.081], [0.189, 0.095, -0.126], [0.007, 0.188, -0.088], [-0.139, 0.385, 0.145], [-0.081, 0.003, 0.033], [0.360, -0.023, 0.069], [0.155, -0.021, 0.056], [-0.056, -0.113, 0.045], [0.643, -0.497, 0.199], [-0.061, -0.458, 0.488], [-0.011, 0.215, -0.236], [-0.006, 0.317, 0.039], [-0.145, -0.170, -0.054], [-0.114, 0.243, -0.314], [-0.113, 0.225, -0.011], [0.004, 0.109, -0.137], [-0.127, -0.057, 0.048]]
}


{
  "formula": "C2H10N2O2",
  "method": "the ωB97M-V functional and the def2-TZVPD basis",
  "e_above_lowest_kcal_mol": 24.01,
  "total_energy_ev": -9310.528,
  "spin_multiplicity": 1,
  "smiles": "NCO.NCO",
  "e_homo_ha": -0.33829,
  "fmax_ev_per_a": 1.049,
  "species": ["N", "C", "O", "H", "H", "H", "H", "H", "N", "C", "O", "H", "H", "H", "H", "H"],
  "positions_angstrom": [[2.917184, -0.883408, 0.636776], [2.014226, -0.500390, 1.659504], [0.976704, -1.460649, 1.833147], [2.522145, -0.968985, -0.283711], [3.484921, -1.678290, 0.875264], [2.609632, -0.395091, 2.568333], [1.585967, 0.480201, 1.458815], [0.293076, -1.054490, 2.378459], [-1.714927, 1.502634, -2.194496], [-1.957376, 0.420778, -1.308500], [-3.307876, 0.594399, -0.833192], [-1.966322, 2.394116, -1.801325], [-0.869394, 1.537824, -2.741325], [-1.916979, -0.507035, -1.875502], [-1.328903, 0.303268, -0.422225], [-3.342083, 0.215113, 0.049978]],
  "atomic_forces_ev_per_a": [[0.232, 0.447, -0.046], [0.470, -0.022, 0.050], [-0.271, 0.033, 0.112], [-0.183, -0.122, -0.037], [-0.069, -0.160, -0.019], [-0.084, -0.120, 0.224], [-0.101, 0.100, -0.293], [-0.006, -0.146, 0.003], [-0.229, 0.480, -0.231], [-0.958, -0.426, 0.035], [0.456, 0.003, -0.068], [0.182, 0.107, 0.099], [0.011, -0.274, 0.251], [0.242, -0.193, -0.107], [0.410, 0.269, 0.068], [-0.101, 0.023, -0.042]]
}


{
  "formula": "C4H6O2",
  "method": "the ωB97M-V functional and the def2-TZVPD basis",
  "e_above_lowest_kcal_mol": 136.13,
  "total_energy_ev": -8334.558,
  "spin_multiplicity": 1,
  "e_homo_ha": -0.30133,
  "fmax_ev_per_a": 0.327,
  "species": ["C", "O", "C", "C", "O", "C", "H", "H", "H", "H", "H", "H"],
  "positions_angstrom": [[-0.723094, 0.316028, -1.546269], [-1.672790, 0.036501, -0.515958], [-0.311555, 0.196737, -0.152916], [0.427897, -0.948857, 0.490791], [1.035823, -0.166566, 1.568221], [0.105428, 1.260206, 0.833276], [-0.797540, 1.309957, -1.989093], [-0.542938, -0.493027, -2.256385], [1.247292, -1.374341, -0.091520], [-0.210106, -1.748258, 0.879478], [0.449006, -0.172980, 2.336796], [0.992576, 1.784600, 0.443579]],
  "atomic_forces_ev_per_a": [[0.133, 0.091, -0.249], [-0.237, -0.052, 0.076], [0.167, -0.027, 0.069], [-0.042, -0.087, -0.138], [-0.157, 0.183, 0.221], [0.147, -0.040, -0.220], [-0.023, -0.150, 0.060], [-0.020, 0.101, 0.115], [-0.107, 0.103, 0.071], [0.069, 0.149, -0.070], [0.154, -0.142, 0.007], [-0.082, -0.129, 0.059]]
}


{
  "formula": "C3H3ClO2",
  "method": "the ωB97M-V functional and the def2-TZVPD basis",
  "e_above_lowest_kcal_mol": 34.72,
  "total_energy_ev": -19772.262,
  "spin_multiplicity": 3,
  "e_homo_ha": [-0.25642, -0.36289],
  "fmax_ev_per_a": 5.269,
  "species": ["C", "C", "C", "O", "O", "Cl", "H", "H", "H"],
  "positions_angstrom": [[0.036900, 1.624872, 0.024578], [0.255716, 0.207683, 0.005532], [-1.744044, -1.145510, -0.083352], [-0.959746, 2.314777, -0.092096], [-0.503601, -0.876104, -0.073336], [-2.978769, 0.031919, 0.041195], [1.022464, 2.121823, 0.144717], [1.293438, -0.090359, 0.046748], [-2.017221, -2.180662, -0.177746]],
  "atomic_forces_ev_per_a": [[0.778, 0.007, -0.069], [0.290, 0.861, 0.109], [-5.263, -0.246, -0.004], [-0.712, -0.139, -0.007], [4.588, -0.023, -0.083], [0.328, -0.345, -0.006], [-0.046, -0.146, 0.008], [0.051, 0.004, 0.059], [-0.014, 0.027, -0.008]]
}


What did the fourth record say?
{
  "formula": "C3H3ClO2",
  "method": "the ωB97M-V functional and the def2-TZVPD basis",
  "e_above_lowest_kcal_mol": 34.72,
  "total_energy_ev": -19772.262,
  "spin_multiplicity": 3,
  "e_homo_ha": [-0.25642, -0.36289],
  "fmax_ev_per_a": 5.269,
  "species": ["C", "C", "C", "O", "O", "Cl", "H", "H", "H"],
  "positions_angstrom": [[0.036900, 1.624872, 0.024578], [0.255716, 0.207683, 0.005532], [-1.744044, -1.145510, -0.083352], [-0.959746, 2.314777, -0.092096], [-0.503601, -0.876104, -0.073336], [-2.978769, 0.031919, 0.041195], [1.022464, 2.121823, 0.144717], [1.293438, -0.090359, 0.046748], [-2.017221, -2.180662, -0.177746]],
  "atomic_forces_ev_per_a": [[0.778, 0.007, -0.069], [0.290, 0.861, 0.109], [-5.263, -0.246, -0.004], [-0.712, -0.139, -0.007], [4.588, -0.023, -0.083], [0.328, -0.345, -0.006], [-0.046, -0.146, 0.008], [0.051, 0.004, 0.059], [-0.014, 0.027, -0.008]]
}


Number 2 is which compound?
C2H10N2O2


Repeat the fourth record exactly.
{
  "formula": "C3H3ClO2",
  "method": "the ωB97M-V functional and the def2-TZVPD basis",
  "e_above_lowest_kcal_mol": 34.72,
  "total_energy_ev": -19772.262,
  "spin_multiplicity": 3,
  "e_homo_ha": [-0.25642, -0.36289],
  "fmax_ev_per_a": 5.269,
  "species": ["C", "C", "C", "O", "O", "Cl", "H", "H", "H"],
  "positions_angstrom": [[0.036900, 1.624872, 0.024578], [0.255716, 0.207683, 0.005532], [-1.744044, -1.145510, -0.083352], [-0.959746, 2.314777, -0.092096], [-0.503601, -0.876104, -0.073336], [-2.978769, 0.031919, 0.041195], [1.022464, 2.121823, 0.144717], [1.293438, -0.090359, 0.046748], [-2.017221, -2.180662, -0.177746]],
  "atomic_forces_ev_per_a": [[0.778, 0.007, -0.069], [0.290, 0.861, 0.109], [-5.263, -0.246, -0.004], [-0.712, -0.139, -0.007], [4.588, -0.023, -0.083], [0.328, -0.345, -0.006], [-0.046, -0.146, 0.008], [0.051, 0.004, 0.059], [-0.014, 0.027, -0.008]]
}